1.
16
Properties=species:S:1:pos:R:3 method="wB97M-V/def2-TZVPD" lumo_ev=0.62 smiles="C=CO.CSC" mol_weight_da=106.190
S 1.47243 1.23676 -0.23770
O -2.18451 -1.74187 1.54160
C 1.07522 0.36925 -1.79677
C -2.57391 -0.65053 0.81570
C 2.99988 0.36038 0.19695
C -3.20510 0.43850 1.28380
H 3.03624 -0.46099 -0.52070
H 1.93795 0.35232 -2.46050
H 3.00660 -0.12427 1.17042
H 0.86201 -0.66632 -1.54956
H 0.25947 0.93388 -2.23500
H -2.47460 -0.85085 -0.25496
H -4.04396 0.74771 0.67552
H 3.87856 0.98026 0.04030
H -1.28608 -2.03190 1.32404
H -2.76020 1.10768 2.00686

***

2.
8
Properties=species:S:1:pos:R:3 method="wB97M-V/def2-TZVPD" lumo_ev=0.67 smiles="CC1=C(Br)O1" mol_weight_da=134.960
Br -3.11453 0.54312 -0.06820
O -0.87898 -1.33429 0.34817
C 1.16192 0.21729 -0.14701
C -0.23010 -0.00987 0.13594
C -1.48446 -0.02941 0.33803
H 1.41938 1.32054 0.02830
H 1.35466 -0.24455 -1.07280
H 1.77211 -0.46283 0.43757

***

3.
47
Properties=species:S:1:pos:R:3 method="wB97M-V/def2-TZVPD" lumo_ev="-1.90 / -1.19" multiplicity=5 mol_weight_da=412.698 s2=6.141
Fe -2.30335 0.00441 -1.40088
Cl 1.97014 0.65749 7.35117
O -0.57091 -0.68587 1.59849
O 1.19203 0.37195 0.59337
N 0.00576 0.94545 -2.29657
N -0.64460 -1.51865 -1.32440
C -2.71471 0.86971 -3.14846
C 1.57931 0.55061 5.68846
C 0.10512 -3.64199 -0.46620
C 0.90802 -0.02950 -2.47383
C 0.49434 -0.00590 1.55862
C 0.38945 1.12972 5.21203
C 1.51747 2.60700 -3.10818
C 0.28783 2.21162 -2.55494
C 0.91759 0.32559 2.99282
C -0.79179 -2.57062 -0.50713
C 1.26567 -3.57365 -1.23024
C -3.16748 -0.73750 0.24273
C 0.05564 1.00040 3.86092
C 1.50363 -2.40692 -1.95397
C 2.15260 0.28538 -3.07852
C 2.43856 -0.13541 4.81396
C 2.11002 -0.21872 3.45476
C 0.56922 -1.35534 -1.93576
C 2.45721 1.61101 -3.39043
C -2.00286 1.71430 -0.36513
H -3.72555 1.26342 -2.89994
H 1.69013 3.66183 -3.29828
H 2.41853 -2.27883 -2.52875
H -2.66405 1.68497 0.51233
H -2.27970 2.52469 -1.05121
H -0.97353 1.90121 -0.01873
H -2.85544 0.08822 -3.91346
H 2.85499 -0.51984 -3.26621
H -3.50340 -1.78607 0.19608
H 3.41762 1.86630 -3.83342
H -2.59435 -0.61104 1.16596
H -0.47764 2.95373 -2.31277
H -0.26814 1.64752 5.90543
H -2.11640 1.68617 -3.57548
H 3.34053 -0.60464 5.19692
H 1.98436 -4.39233 -1.25248
H -1.66199 -2.54656 0.14364
H -0.12515 -4.50822 0.15412
H -0.88869 1.39876 3.48690
H -4.05831 -0.09344 0.30401
H 2.76233 -0.74039 2.75266

***

4.
16
Properties=species:S:1:pos:R:3 method="wB97M-V/def2-TZVPD" lumo_ev=0.85 smiles=COn1cccc1N mol_weight_da=112.132
O 1.22879 -0.14271 -0.65930
N -0.00441 -0.27792 -0.41864
N 0.28856 1.99078 0.04536
C -1.88724 0.56230 0.21290
C -0.68914 0.97368 -0.21473
C -0.70978 -1.37197 -0.23760
C 2.20909 -0.58840 0.40590
C -2.00217 -0.96913 0.05256
H 3.11897 -0.38339 -0.23392
H -0.56614 2.63498 -0.00915
H -2.77072 1.24184 0.05621
H 2.03829 -1.68471 0.78348
H -0.17313 -2.41530 -0.32044
H 0.86041 1.96362 -0.89984
H 2.07526 0.13986 1.36786
H -3.01663 -1.67354 0.06933

***

5.
10
Properties=species:S:1:pos:R:3 method="wB97M-V/def2-TZVPD" lumo_ev="-0.20 / -1.89" mol_weight_da=294.768
Br 2.66944 1.30428 -3.25521
Br 1.72761 -1.84348 -3.05539
Br -0.21505 0.48521 -4.17562
O 0.43649 1.67370 0.69986
C 1.24801 -0.01762 -2.99271
C 1.04251 0.59137 1.62116
C 0.55982 0.45682 0.29780
H 2.20264 0.66056 1.95788
H 0.43719 0.37775 2.48267
H 0.72688 0.13100 -0.81750

***

6.
14
Properties=species:S:1:pos:R:3 method="wB97M-V/def2-TZVPD" lumo_ev="0.63 / -1.48" multiplicity=3 mol_weight_da=105.097 s2=2.012
O 2.73887 0.02298 -1.01661
O 1.97603 0.78974 1.53759
N 1.26396 -0.13050 0.73355
N 1.84515 -0.38025 -0.33365
N -0.74807 -0.08838 -0.33450
C -1.72373 -0.43167 0.55760
C -0.76036 0.35868 -1.49471
H -1.35930 -1.22963 1.15739
H 0.17958 0.63101 -1.78411
H -1.72292 0.72845 -2.05978
H 1.56965 0.96437 2.35382
H -2.78111 -0.55188 0.23215
H 1.19707 -1.14536 -0.67887
H -1.67482 0.46244 1.13013

***

7.
84
Properties=species:S:1:pos:R:3 method="wB97M-V/def2-TZVPD" lumo_ev=-4.01 total_charge=+1 mol_weight_da=613.671
I 0.04611 0.28121 -0.05013
S -0.31084 -0.93614 -4.57549
O -0.57437 1.14523 -3.00580
O -1.73226 -4.46927 -2.76500
O 1.51838 3.44754 1.14465
N 1.28003 -0.13543 -2.71471
N -1.06280 -4.30865 -0.55353
N -2.33690 -1.27653 -2.97310
N -0.04735 3.48584 -1.37264
C 4.30611 -0.40706 2.54412
C -0.24831 4.45212 -0.22771
C 2.44781 -1.04242 4.37979
C 2.59066 0.13739 -2.04789
C -3.10355 -1.32496 -1.69253
C 4.27929 -0.68133 -0.12883
C -0.49000 -3.32941 0.40898
C -4.43830 -0.39921 -1.70094
C 1.08479 -0.36902 4.94923
C -0.14676 0.04844 -2.19766
C -0.10909 -2.68144 -2.51791
C -6.15528 0.58208 0.11869
C -0.50029 -5.69201 -0.38294
C -0.87675 -1.29334 -2.79053
C -1.72367 1.82984 -2.46677
C 1.41050 -0.60478 -3.95374
C -4.73731 -0.10717 -0.13564
C 3.17916 -1.13469 -1.23240
C 0.67418 5.64326 1.86306
C 1.08463 4.72817 0.59747
C -1.01404 -3.85091 -1.93200
C -0.03090 -0.22010 3.77122
C 3.32771 0.11823 3.73001
C 3.46988 -0.17822 1.17710
C -1.40593 3.32727 -1.98750
H 2.97595 -1.54211 5.26896
H -2.23782 3.59796 -1.24229
H -6.97168 -0.20518 0.01436
H -3.91265 0.55599 0.31335
H 2.34369 -1.63004 -0.61565
H 5.00178 0.09216 -0.53215
H 3.34798 0.29962 -2.89822
H 0.08225 -5.68238 0.60603
H 3.57107 -1.95063 -1.92410
H 1.91878 5.21919 0.00479
H 5.30208 0.13420 2.55175
H -2.49564 -1.14256 -0.75301
H 0.58651 -1.01939 5.74629
H -6.27175 1.44688 -0.60666
H 2.62079 1.09792 -1.43715
H -4.26096 0.56546 -2.26726
H 0.47496 4.05811 -2.06302
H 2.58277 0.85538 3.25082
H 0.06848 5.06246 2.63111
H -0.32601 0.88502 3.73607
H 4.43268 -1.52335 2.72976
H -1.49862 4.08500 -2.83991
H 1.59422 6.06357 2.39373
H -2.27546 1.28865 -1.63828
H -0.99446 -0.78355 4.02005
H -1.13278 -2.39697 0.38937
H 3.19895 0.92664 1.12107
H -2.47685 1.92990 -3.33108
H 3.88398 0.69858 4.53522
H -4.71033 -1.08147 0.47642
H -0.68792 5.45175 -0.57679
H 0.33888 -3.09015 -3.49047
H 0.16306 -5.93327 -1.26954
H -5.31176 -1.01801 -2.07581
H 0.03870 6.54643 1.56025
H 0.61488 -3.15178 0.19781
H 0.39963 -0.58881 2.78440
H 2.08306 -1.82467 3.61975
H 0.79756 -2.53606 -1.82491
H 1.83517 3.60344 2.06313
H -1.01230 4.02828 0.51879
H -6.22218 1.04137 1.17007
H -0.54333 -3.72610 1.48568
H -3.50863 -2.39972 -1.59720
H 1.31697 0.66638 5.36514
H 4.79064 -1.65268 0.19752
H -2.60763 -2.10993 -3.52262
H 2.32552 -0.81006 -4.58331
H 2.49916 -0.77454 1.33333
H -1.38593 -6.41142 -0.27451

***

8.
95
Properties=species:S:1:pos:R:3 method="wB97M-V/def2-TZVPD" lumo_ev=-0.34 smiles="CCCCCC[C@@](OC[C@H](N)NS(=O)(=O)C(F)(F)C(F)(F)F)(PP(=O)(O)O)P(N)O.CCCCCC.CCCCCC" mol_weight_da=703.670
S -1.32935 0.66031 2.37355
P 0.58928 -5.69225 1.24479
P 0.96068 -3.10333 -3.00266
P 0.95884 -4.81727 -1.62250
F -0.58216 3.32384 0.75016
F 1.09672 1.75240 1.99213
F 0.76066 -0.07032 0.71560
F -1.38644 1.73062 -0.67899
F 0.78155 2.31712 -0.82521
O -2.60335 1.37468 1.97451
O 2.28040 -2.08380 -2.61392
O -0.51424 -2.21703 -2.83730
O -0.47738 -3.33768 0.08567
O 1.10505 -3.69549 -4.41460
O -0.94842 1.27224 3.70799
O 0.55976 -5.34786 2.91618
N -2.14441 -1.04602 0.23217
N -1.51001 -1.01451 2.66534
N 2.09799 -6.63138 1.03983
C -1.06448 -3.11149 1.38132
C 3.79200 -2.07226 1.93179
C 0.66731 4.79847 -3.18807
C -6.32112 1.79457 1.40359
C 6.45675 -2.35209 2.15373
C 0.11021 1.07384 1.23310
C -7.63646 2.03020 2.15176
C 3.38853 5.80710 -4.38409
C 5.03257 3.97231 -5.04485
C -1.98522 -1.80450 1.48350
C 2.57706 -3.14461 1.91825
C 2.05973 -3.24354 0.41690
C 7.25813 -1.08134 1.56349
C 2.04401 4.29946 -2.77020
C -9.18915 0.98196 0.42075
C 0.75280 -4.13546 0.17253
C 3.73571 4.69780 -5.37841
C -8.73927 1.00677 1.87554
C 5.14223 -2.65798 1.26755
C -5.26195 0.20988 3.09677
C 3.14708 5.34453 -2.94435
C -0.29060 2.13070 0.07148
C -5.66627 0.43466 1.64644
H 2.90188 6.22324 -2.33715
H 3.00298 -4.13583 2.26960
H -1.70421 -4.03022 1.64166
H 4.19993 6.54395 -4.37816
H 3.52394 -1.09426 1.42170
H -9.55275 1.96464 0.10870
H 2.50120 -6.47615 0.10784
H -1.29348 -1.01235 -0.33570
H 2.75958 -6.42901 1.79947
H 5.26757 -2.18071 0.24418
H 2.91710 3.97452 -5.44588
H -0.16117 -5.66494 -1.89627
H -4.76280 -0.75896 3.20302
H -4.76897 0.36799 1.02219
H 5.01257 -3.77720 1.10295
H -8.00686 3.02854 1.89203
H -6.48696 1.91701 0.32828
H 7.15331 -3.26189 2.16171
H 7.90636 -1.39233 0.66874
H 7.91681 -0.66877 2.39646
H 1.89127 -1.26706 -2.21892
H -10.00316 0.26426 0.29021
H -8.37759 0.68600 -0.24798
H 2.90740 -3.72942 -0.19252
H 2.00346 4.01479 -1.71527
H 6.15961 -2.11566 3.23674
H -0.23648 -3.00860 2.14992
H -5.61628 2.58313 1.68972
H -8.41631 0.00550 2.17727
H 0.06040 -6.02344 3.41581
H 0.63307 5.04530 -4.25186
H 2.50388 6.33939 -4.74856
H 5.87227 4.67156 -5.01030
H 3.83323 5.14393 -6.37357
H 6.55022 -0.23767 1.25423
H -6.12859 0.20902 3.76249
H -2.23603 -1.08594 3.40194
H 0.38513 5.68771 -2.61814
H -2.95300 -1.40593 -0.27923
H 1.82454 -2.75835 2.67323
H 4.97187 3.45817 -4.08283
H -3.03581 -2.18336 1.76017
H 1.96840 -2.18404 -0.00544
H -4.56940 0.98488 3.43259
H -9.60310 1.25197 2.50220
H -7.44308 2.05394 3.22922
H 4.07806 4.94441 -2.52960
H -0.08531 4.02714 -3.00400
H -6.32801 -0.37363 1.31928
H 5.25088 3.22078 -5.80783
H -0.23577 -1.29292 -3.05736
H 4.05473 -1.80448 3.01601
H 2.28861 3.38804 -3.32421

***

9.
46
Properties=species:S:1:pos:R:3 method="wB97M-V/def2-TZVPD" lumo_ev=-5.63 total_charge=+1 mol_weight_da=362.390
F 1.46252 5.22920 4.57523
F -3.01704 -1.45661 8.72703
F 0.03067 -4.05997 6.17682
F -1.74069 4.57725 8.02805
N -1.06187 1.34851 2.69683
C 0.65651 4.38732 5.30456
C -1.53672 -2.80529 7.44156
C -0.55890 -0.40128 6.18465
C -0.18067 4.95400 6.26857
C -0.00971 0.71816 5.43305
C -0.25729 1.99822 1.82339
C -1.66957 -0.37283 7.07607
C -0.37828 0.30316 3.29065
C -2.08673 -1.54866 7.71174
C -0.71853 3.19016 1.10184
C 0.00842 -1.68272 5.92318
C 2.20246 1.81625 1.05326
C 0.83785 0.16322 2.55449
C 0.75697 3.01751 5.11798
C -0.92633 4.05945 7.03965
C -0.83523 2.67220 6.90007
C -0.51022 -2.83555 6.49550
C 1.85996 -0.89508 2.63271
C -0.06285 2.10220 5.84408
C 2.38079 1.38232 -0.40101
C 0.97276 1.33167 1.75666
H 1.49416 -1.82924 3.07989
H 1.56194 1.74719 -1.02176
H 2.25596 -1.15945 1.63817
H -2.00028 1.67694 2.93692
H -1.44928 2.88995 0.33028
H -2.23491 0.53854 7.24507
H 1.46275 2.65184 4.38111
H 3.31477 1.79937 -0.77833
H -1.35294 2.04889 7.61680
H -0.93622 -0.47655 3.79183
H 0.95784 0.47918 4.94120
H -0.23456 6.02512 6.43018
H -1.88326 -3.70046 7.94722
H -1.21525 3.92515 1.75745
H 0.11999 3.71221 0.62047
H 3.09038 1.51779 1.63255
H 0.85894 -1.77902 5.25624
H 2.19977 2.91763 1.08388
H 2.42106 0.29709 -0.48564
H 2.73877 -0.57629 3.21561

***

10.
62
Properties=species:S:1:pos:R:3 method="wB97M-V/def2-TZVPD" lumo_ev=-8.41 total_charge=+2 mol_weight_da=656.491
Pt -0.09381 -1.14110 0.04554
Cl 0.63221 -4.99427 -0.17974
Cl -0.28888 -2.93888 1.70396
P 0.77292 0.71728 0.88341
O -1.50479 -2.14651 -0.83400
C -1.79745 2.14069 -1.89780
C -2.42474 1.14019 0.28495
C -0.71492 -4.44968 0.77752
C 1.95796 -1.56928 -0.09260
C 3.39379 1.75625 1.03655
C 0.80843 1.13019 -1.87383
C 4.73463 1.58981 0.75170
C -0.94600 -1.68481 -3.16189
C 4.30134 -0.61721 -0.16499
C -0.06892 0.88092 -0.76223
C 0.14664 1.82281 2.11505
C 0.09838 1.40192 3.45186
C -0.18959 3.12820 1.73773
C -1.41878 1.39209 -0.79585
C -1.98829 -2.21467 -2.19218
C 2.51973 0.71760 0.71125
C 0.45565 -0.00160 3.85827
C -0.66154 3.62504 4.02989
C -3.28506 -1.42527 -2.28753
C -2.25239 -3.69432 -2.45694
C 5.17821 0.41188 0.14818
C 0.39227 1.86907 -2.94090
C 2.95201 -0.47343 0.13662
C -0.59299 4.03115 2.70201
C -0.91518 2.38072 -2.94182
C -0.31909 2.33213 4.39665
H -3.75733 -1.58751 -3.25650
H 2.00502 -1.97763 -1.10499
H 0.00039 -2.21799 -3.04039
H -2.81952 2.08931 0.65241
H -0.97962 4.32683 4.78931
H -2.62899 -3.83719 -3.46988
H -0.78200 -0.61701 -3.01012
H -0.37817 -0.68337 3.66991
H 2.09722 -2.37848 0.62231
H -0.96718 -5.17199 1.54617
H 0.68025 -0.05138 4.92155
H -0.37101 2.03818 5.43719
H -1.54644 -4.16518 0.14432
H -3.26090 0.57399 -0.12922
H -1.24806 2.97665 -3.78305
H 1.33551 -0.37591 3.32602
H -0.84738 5.04479 2.42496
H -0.12642 3.43639 0.70001
H 4.67045 -1.52957 -0.61609
H -3.00411 -4.07944 -1.76609
H -2.80365 2.53804 -1.94537
H -3.98102 -1.74450 -1.51149
H 6.23094 0.29353 -0.07195
H 1.05667 2.06497 -3.77056
H 5.44126 2.37223 0.99073
H 3.02811 2.66613 1.49596
H 1.82157 0.75132 -1.83783
H -1.33431 -4.27457 -2.35318
H -3.09889 -0.35437 -2.18503
H -1.27905 -1.82393 -4.19068
H -2.03506 0.58073 1.13271

***

11.
24
Properties=species:S:1:pos:R:3 method="wB97M-V/def2-TZVPD" lumo_ev=0.23 smiles=C[Si](C)(C)O[C@@](O)(C#N)CC#N mol_weight_da=184.271
Si -0.85005 0.78842 0.03479
O 0.59236 -1.61328 -1.05102
O 0.64322 0.38542 0.34541
N 3.03353 0.61175 -1.86858
N 0.91830 -2.60250 2.46058
C -2.16299 -0.41173 0.57975
C 2.37093 -0.10266 -1.28400
C -1.21189 2.32055 1.07686
C 1.54214 -0.87887 -0.46884
C 1.59262 -2.15445 1.67800
C 2.40876 -1.51008 0.62506
C -0.92226 1.10547 -1.88126
H -2.27333 2.29069 1.08271
H -0.94655 3.18513 0.53811
H -1.97274 1.24881 -2.10229
H 0.28699 -2.37877 -0.43925
H -0.81026 2.37393 2.06618
H -0.73641 0.33333 -2.50924
H -2.05333 -1.40298 0.11015
H 3.09585 -2.25500 0.08549
H 3.07988 -0.74456 1.05616
H -2.17830 -0.46668 1.79568
H -3.09953 -0.12155 0.27099
H -0.34692 1.99960 -2.20144

***

12.
60
Properties=species:S:1:pos:R:3 method="wB97M-V/def2-TZVPD" lumo_ev="-0.18 / -0.18" multiplicity=5 mol_weight_da=447.267 s2=6.007
Fe -0.38173 -0.95961 0.82375
O -2.41133 -0.62524 4.39150
O -2.86334 -4.28929 1.17871
O -1.82720 -0.32730 2.35463
O -3.22013 -3.39760 -0.70046
O 1.21097 1.71748 -1.02505
O -2.93971 1.18330 3.28556
O 0.65467 0.74137 1.62191
O -1.59607 -2.75596 0.44624
O -1.06683 1.12869 -3.04607
N -2.53760 -3.46711 0.29921
N -1.39325 0.48541 -0.47133
N -2.42724 0.08795 3.33855
N 0.93025 -1.34320 -0.79403
N 0.79480 -1.94627 2.24306
C 1.74552 0.76119 -1.88067
C 1.40848 3.00467 -1.49093
C 2.13546 -0.51991 -1.08444
C -0.86524 2.12577 -4.07423
C 1.70355 0.34314 2.47902
C 1.43012 -1.03417 3.18939
C -3.69452 -0.22601 -0.67155
C 2.51469 -1.86186 3.91035
C -2.38234 0.88107 -2.62958
C -2.39592 -0.07195 -1.41571
C 0.27544 2.11299 1.86147
C 3.16389 -1.36738 -1.90125
H -1.84394 1.30649 -0.09342
H -4.11817 0.72817 -0.35825
H 0.21132 2.27984 -4.14764
H 3.26499 -2.24816 3.22048
H -1.27085 1.86720 -5.05235
H 1.12060 2.79771 1.79093
H 3.03154 -1.64140 -2.94791
H 1.37395 -2.24411 -0.68637
H 1.44582 -2.51903 1.72517
H 2.65570 1.12034 -2.36097
H 0.90892 3.37808 -2.38485
H -0.36241 2.48637 1.06033
H -4.46334 -0.63787 -1.32530
H -3.08911 0.41824 -3.31832
H 3.29425 -2.30993 -1.36954
H -2.90871 1.80569 -2.39270
H -0.78653 1.01882 -1.07753
H 0.44368 -1.37648 -1.67848
H 0.69959 -0.81633 3.96848
H 2.45825 3.28179 -1.58723
H 2.60953 -0.22597 -0.14798
H 0.88121 3.57414 -0.72556
H 0.42988 -2.76815 2.70290
H -3.53657 -0.92767 0.14749
H 1.92721 1.04710 3.28059
H 2.56527 0.29313 1.81341
H -1.98923 -1.02115 -1.76460
H 3.16374 -1.23243 4.51916
H -1.33620 3.08253 -3.84860
H 4.11983 -0.84428 -1.92633
H 1.11596 0.32737 -2.65756
H -0.24082 2.30147 2.80277
H 2.25946 -2.68187 4.58158